[1]
The following is a DFT calculation (the ωB97M-V functional and the def2-TZVPD basis) of an isolated molecule of C3H2O2 at a distorted geometry.

XYZ file:
```
7
Properties=species:S:1:pos:R:3:forces:R:3:lowdin_charge:R:1
C -0.574986 0.010477 0.197293 1.131 -4.362 0.949 -0.0463
C 0.669588 -0.839933 0.127944 0.808 1.201 0.530 -0.2555
C -0.541465 1.233016 -0.133632 0.716 1.731 -2.372 -0.2001
O -0.391833 2.184740 -0.756126 -0.144 1.556 0.596 0.2308
O 0.867919 -2.005139 -0.166998 -0.994 1.977 0.562 0.0501
H -1.466310 -0.493734 0.257683 -2.262 -0.856 0.238 0.0961
H 1.437086 -0.089427 0.473836 0.744 -1.246 -0.504 0.1250
```
Positions in Å, forces in eV/Å.

net charge = 0
SMILES string = O=C=CC=O
gap between HOMO and LUMO = 10.41 eV
LUMO = 0.28 eV
2S+1 = 1
energy above the lowest of the compared OMol25 structures with the same formula, charge and spin = 15.3 kcal/mol

=====

[2]
The following is a DFT calculation (the ωB97M-V functional and the def2-TZVPD basis) of an isolated molecule of C3H2O2 at a distorted geometry.

XYZ file:
```
7
Properties=species:S:1:pos:R:3:forces:R:3:lowdin_spin:R:1
C 1.347056 -0.394670 0.009826 -8.701 -1.553 0.866 0.6910
C -1.823504 0.547467 -0.007596 -0.284 -0.480 -0.028 0.0123
C -0.636808 0.625103 -0.095966 0.176 0.415 0.416 0.0235
O 0.656872 0.794131 -0.033596 -0.015 0.705 -0.390 0.1796
O 2.535214 -0.508857 -0.055658 8.418 -0.211 -0.607 0.9868
H 0.768890 -1.359238 0.067541 0.492 0.870 -0.120 0.1050
H -2.847722 0.296066 0.115452 -0.086 0.252 -0.137 0.0017
```
Positions in Å, forces in eV/Å.

net charge = 0
gap between HOMO and LUMO (spin up / spin down) = 7.34 / 6.41 eV
LUMO (spin up / spin down) = 0.93 / -3.69 eV
2S+1 = 3
energy above the lowest of the compared OMol25 structures with the same formula, charge and spin = 75.6 kcal/mol

=====

Please write out number 1 again, unchanged.
The following is a DFT calculation (the ωB97M-V functional and the def2-TZVPD basis) of an isolated molecule of C3H2O2 at a distorted geometry.

XYZ file:
```
7
Properties=species:S:1:pos:R:3:forces:R:3:lowdin_charge:R:1
C -0.574986 0.010477 0.197293 1.131 -4.362 0.949 -0.0463
C 0.669588 -0.839933 0.127944 0.808 1.201 0.530 -0.2555
C -0.541465 1.233016 -0.133632 0.716 1.731 -2.372 -0.2001
O -0.391833 2.184740 -0.756126 -0.144 1.556 0.596 0.2308
O 0.867919 -2.005139 -0.166998 -0.994 1.977 0.562 0.0501
H -1.466310 -0.493734 0.257683 -2.262 -0.856 0.238 0.0961
H 1.437086 -0.089427 0.473836 0.744 -1.246 -0.504 0.1250
```
Positions in Å, forces in eV/Å.

net charge = 0
SMILES string = O=C=CC=O
gap between HOMO and LUMO = 10.41 eV
LUMO = 0.28 eV
2S+1 = 1
energy above the lowest of the compared OMol25 structures with the same formula, charge and spin = 15.3 kcal/mol